No. 1
C27H43BrGdN4O6 | ωB97M-V/def2-TZVPD

```
! RIJCOSX wB97M-V def2-TZVPD def2/J DEFGRID3
* xyz 1 8
Gd 0.717 -0.377 -1.383
C 4.363 2.428 2.097
C 2.913 2.132 1.734
C 2.244 3.324 1.051
C 0.777 3.559 1.442
C 0.617 3.854 2.929
C 0.196 4.673 0.585
N 0.029 2.280 1.076
C -1.383 2.122 1.542
C -2.296 1.644 0.416
N -1.837 0.509 -0.412
C -2.012 0.877 -1.838
C -0.909 1.846 -2.318
O -1.061 2.566 -3.263
O 0.187 1.793 -1.556
C -2.457 -0.793 -0.052
C -3.956 -0.846 -0.322
C -2.174 -1.167 1.408
C -0.862 -1.861 1.844
C -0.832 -3.283 1.290
C -0.924 -1.945 3.368
N 0.395 -1.142 1.347
C 1.344 -0.654 2.384
C 2.723 -0.294 1.847
N 2.738 0.879 0.943
C 3.776 0.744 -0.123
C 3.123 -0.106 -1.176
O 2.706 -1.269 -0.842
O 2.689 0.425 -2.235
H 4.403 3.216 2.852
H 4.925 2.782 1.230
H 4.880 1.558 2.505
H 2.379 1.934 2.666
H 2.309 3.212 -0.038
H 2.770 4.249 1.295
H 1.303 4.660 3.196
H 0.845 2.998 3.568
H -0.391 4.191 3.170
H 0.746 5.592 0.796
H -0.858 4.863 0.811
H 0.295 4.445 -0.479
H 0.582 1.463 1.348
H 0.042 2.198 0.028
H -1.737 3.094 1.874
H -1.369 1.467 2.411
H -2.474 2.500 -0.238
H -3.263 1.423 0.875
H -2.959 1.380 -2.046
H -2.000 -0.018 -2.460
H -1.978 -1.537 -0.693
H -4.526 -0.286 0.425
H -4.305 -1.879 -0.276
H -4.216 -0.458 -1.308
H -2.967 -1.858 1.709
H -2.337 -0.286 2.038
H -1.737 -3.812 1.594
H 0.024 -3.833 1.692
H -0.769 -3.316 0.203
H -1.891 -2.375 3.638
H -0.856 -0.969 3.854
H -0.156 -2.597 3.786
H 0.917 -1.871 0.869
H 1.504 -1.406 3.157
H 0.892 0.204 2.901
H 3.122 -1.155 1.322
H 3.381 -0.111 2.702
H 4.706 0.308 0.254
H 3.984 1.717 -0.556
Br -0.448 -7.274 -4.339
C -0.878 -5.466 -4.601
C -1.674 -5.099 -5.678
C -1.991 -3.762 -5.881
C -1.506 -2.789 -5.020
C -0.724 -3.182 -3.943
C -0.406 -4.518 -3.716
C -0.225 -2.182 -2.984
O -0.023 -0.965 -3.388
O -0.011 -2.483 -1.773
H -2.040 -5.858 -6.356
H -2.612 -3.484 -6.723
H -1.718 -1.742 -5.184
H 0.202 -4.801 -2.868
*
```

Its HOMO energy (spin up / spin down) is -11.289 / -11.288 eV. As for the orbital gap (spin up / spin down): 9.20 / 5.29 eV. Its LUMO energy (spin up / spin down) is -2.09 / -6.00 eV.

=====

No. 2
C27H43F9N2O8 | ωB97M-V/def2-TZVPD

```
! RIJCOSX wB97M-V def2-TZVPD def2/J DEFGRID3
* xyz 0 1
C -4.631 0.533 3.658
C -4.534 0.128 2.143
C -3.793 1.207 1.247
C -2.268 1.297 1.663
C -1.444 2.005 0.481
C -0.608 0.981 -0.355
C -0.544 1.135 -1.942
O -0.208 -0.143 -2.549
C -1.644 1.950 -2.675
C -3.111 1.400 -2.526
C -3.237 -0.145 -2.608
N -3.213 -1.039 -1.482
O -3.326 -0.640 -3.719
N 0.787 1.842 -2.043
C 1.636 0.939 -1.299
O 2.678 0.519 -1.694
C 0.855 0.601 0.076
C 1.063 -0.979 0.141
O 2.003 -1.365 1.147
C 1.927 -2.699 1.475
C 1.239 -3.722 0.736
C 1.196 -5.096 1.177
C 1.859 -5.486 2.396
C 2.583 -4.468 3.118
C 2.633 -3.099 2.687
C 1.644 1.491 1.096
F 1.525 2.795 0.641
F 3.001 1.237 1.019
C 1.181 1.357 2.595
F 0.349 0.277 2.793
F 0.445 2.444 3.022
C 2.348 1.184 3.646
F 1.712 1.066 4.870
F 3.019 0.006 3.506
C 3.324 2.428 3.781
F 3.048 3.451 2.943
F 3.229 2.927 5.049
F 4.598 1.988 3.658
H -5.444 1.284 3.775
H -3.650 0.853 4.071
H -4.970 -0.384 4.213
H -4.068 -0.880 1.981
H -5.581 0.080 1.733
H -4.307 2.197 1.263
H -3.790 0.761 0.217
H -1.913 0.248 1.782
H -2.207 1.914 2.587
H -2.228 2.537 -0.119
H -0.852 2.809 0.975
H -1.253 0.058 -0.287
H -0.496 -0.114 -3.480
H -1.648 2.996 -2.276
H -1.369 1.965 -3.766
H -3.611 1.852 -1.631
H -3.692 1.798 -3.399
H -2.267 -1.399 -1.309
H -3.746 -1.879 -1.732
H 0.936 1.839 -3.054
H 0.069 -1.413 0.449
H 1.371 -1.408 -0.839
H 0.692 -3.463 -0.190
H 0.645 -5.895 0.637
H 1.803 -6.532 2.756
H 3.127 -4.712 4.054
H 3.209 -2.378 3.302
C 4.832 -2.600 -2.441
O 4.760 -1.710 -1.339
H 5.526 -3.404 -2.199
H 3.843 -3.026 -2.639
H 5.191 -2.067 -3.326
H 4.140 -1.010 -1.577
C -5.702 1.362 -6.194
O -5.535 0.957 -4.841
H -6.449 2.154 -6.230
H -4.756 1.741 -6.590
H -6.044 0.517 -6.797
H -4.869 0.255 -4.832
C 3.307 -5.864 -4.067
O 2.044 -5.812 -3.413
H 4.035 -6.306 -3.389
H 3.230 -6.479 -4.968
H 3.626 -4.853 -4.332
H 1.418 -5.418 -4.030
C 2.604 7.079 4.106
O 2.003 6.166 3.198
H 2.109 8.043 4.008
H 2.489 6.717 5.131
H 3.666 7.195 3.871
H 2.454 5.321 3.299
*
```

Its SMILES is CCCCC[C@H]1[C@@](O)(CCC(N)=O)NC(=O)[C@@]1(COc1ccccc1)C(F)(F)C(F)(F)C(F)(F)C(F)(F)F.CO.CO.CO.CO. For the energy above the lowest of the compared OMol25 structures with the same formula, charge and spin, the calculation gives 60.8 kcal/mol. Its HOMO energy is -8.487 eV. As for the orbital gap: 8.58 eV. Its LUMO energy is 0.09 eV.

=====

No. 3
C27H43N9O2S2TeV | ωB97M-V/def2-TZVPD

```
! RIJCOSX wB97M-V def2-TZVPD def2/J DEFGRID3
* xyz 2 4
V 2.117 -0.097 0.526
N 1.425 1.887 -0.098
C 0.113 1.734 -0.787
C -0.732 3.010 -0.655
C -1.997 3.085 -1.512
C -1.833 3.566 -2.943
N -1.508 5.003 -3.031
C -0.350 5.568 -3.322
N -0.214 6.893 -3.240
N 0.713 4.834 -3.684
C -0.624 0.485 -0.220
O -1.821 0.364 -0.429
O 0.097 -0.333 0.446
H 1.257 2.348 0.796
H 2.037 2.513 -0.610
H 0.336 1.504 -1.836
H -0.088 3.880 -0.839
H -1.041 3.079 0.392
H -2.720 3.745 -1.025
H -2.457 2.098 -1.535
H -2.775 3.443 -3.476
H -1.098 2.994 -3.511
H -2.251 5.629 -2.756
H -0.986 7.480 -2.974
H 0.636 7.352 -3.517
H 0.579 3.875 -3.951
H 1.514 5.297 -4.082
C -0.139 0.640 3.486
C 1.333 0.464 3.657
N 2.195 0.381 2.665
C 3.489 0.217 3.140
C 3.597 0.179 4.491
S 2.054 0.362 5.193
C 4.574 0.120 2.151
C 5.902 -0.019 2.390
S 6.755 -0.013 0.914
C 5.306 0.143 0.047
N 4.235 0.198 0.806
C 5.276 0.184 -1.444
H -0.486 0.099 2.606
H -0.376 1.701 3.377
H -0.684 0.270 4.353
H 4.483 0.054 5.091
H 6.409 -0.106 3.336
H 6.258 0.409 -1.854
H 4.575 0.949 -1.777
H 4.943 -0.776 -1.839
C -4.542 -1.407 0.745
Te -2.664 -2.242 1.305
C -3.877 -3.457 2.580
C -5.099 -2.612 2.857
C -5.898 -2.816 3.975
C -7.009 -2.018 4.202
C -7.328 -1.006 3.307
C -6.535 -0.799 2.188
C -5.420 -1.595 1.957
H -4.920 -1.958 -0.116
H -4.414 -0.364 0.466
H -3.342 -3.708 3.494
H -4.138 -4.383 2.067
H -5.648 -3.604 4.676
H -7.621 -2.182 5.079
H -8.192 -0.378 3.482
H -6.785 -0.010 1.489
C 1.032 -4.380 -0.578
N 1.802 -3.137 -0.550
C 2.243 -2.769 0.780
C 1.826 -2.264 -1.582
N 2.170 -1.013 -1.386
N 1.458 -2.763 -2.811
C 1.015 -1.826 -3.823
C 2.190 -3.909 -3.349
H 0.387 -4.410 0.301
H 1.691 -5.250 -0.566
H 0.400 -4.407 -1.459
H 2.773 -3.613 1.223
H 1.391 -2.502 1.416
H 3.005 -1.974 0.763
H 2.226 -0.533 -2.274
H 1.850 -1.333 -4.342
H 0.360 -1.078 -3.378
H 0.441 -2.371 -4.571
H 2.594 -4.517 -2.546
H 3.021 -3.572 -3.978
H 1.528 -4.530 -3.952
*
```

For the energy above the lowest of the compared OMol25 structures with the same formula, charge and spin, the calculation gives 23.6 kcal/mol. Its HOMO energy (spin up / spin down) is -10.720 / -10.721 eV. As for the orbital gap (spin up / spin down): 5.90 / 5.90 eV. Its LUMO energy (spin up / spin down) is -4.82 / -4.82 eV.

=====

No. 4
C27H43O13Pt | ωB97M-V/def2-TZVPD

```
! RIJCOSX wB97M-V def2-TZVPD def2/J DEFGRID3
* xyz 0 4
Pt -0.185 -0.443 -0.201
C -1.971 0.806 3.396
C -2.113 -0.603 2.755
C -3.604 -0.942 2.562
O -1.324 -0.763 1.621
H -2.496 0.828 4.351
H -2.373 1.635 2.812
H -0.958 0.999 3.748
H -1.653 -1.270 3.485
H -4.147 -0.693 3.474
H -3.700 -2.023 2.456
H -4.197 -0.583 1.722
O -1.209 -2.295 -1.049
C -2.262 -2.870 -0.807
O -3.242 -2.619 -1.612
C -4.397 -3.266 -1.261
C -4.115 -3.699 0.162
C -2.614 -3.783 0.352
H -4.427 -4.186 -1.845
H -5.306 -2.716 -1.507
H -4.599 -4.666 0.294
H -4.597 -2.939 0.777
H -2.278 -4.804 0.169
H -2.235 -3.285 1.244
O -0.462 1.778 -0.106
C -0.224 2.942 0.195
O 0.968 3.470 -0.090
C 1.035 4.767 0.395
C -0.402 5.127 0.719
C -0.952 3.803 1.185
H 1.334 5.444 -0.405
H 1.721 4.894 1.233
H -0.928 5.439 -0.184
H -0.489 5.917 1.465
H -2.040 3.762 1.143
H -0.571 3.453 2.145
O -1.363 0.200 -1.988
C -1.451 0.230 -3.214
O -0.671 -0.406 -4.058
C -0.841 -0.132 -5.408
C -1.722 1.060 -5.408
C -2.414 1.031 -4.080
H -1.279 -0.960 -5.966
H 0.112 0.130 -5.867
H -2.417 1.174 -6.240
H -1.100 1.938 -5.585
H -3.368 0.516 -4.190
H -2.521 2.038 -3.678
O 1.291 0.253 -1.672
C 2.013 1.052 -2.252
O 3.319 1.000 -2.064
C 3.980 2.004 -2.881
C 2.899 3.058 -3.032
C 1.634 2.162 -3.215
H 4.302 1.615 -3.847
H 4.826 2.406 -2.324
H 3.004 3.659 -3.935
H 2.707 3.733 -2.198
H 1.511 1.726 -4.206
H 0.772 2.742 -2.886
O 1.341 -2.204 0.056
C 2.134 -3.070 0.451
O 3.168 -2.771 1.281
C 3.879 -3.902 1.666
C 2.908 -5.092 1.412
C 2.089 -4.558 0.207
H 4.116 -3.768 2.721
H 4.802 -4.036 1.102
H 2.330 -5.223 2.327
H 3.478 -5.994 1.188
H 1.091 -4.991 0.151
H 2.574 -4.776 -0.745
O 1.469 0.375 1.120
C 1.678 0.764 2.287
O 1.821 2.097 2.604
C 1.973 2.262 4.018
C 2.402 0.842 4.483
C 1.893 -0.135 3.448
H 1.045 2.587 4.489
H 2.754 2.984 4.252
H 1.894 0.611 5.420
H 3.471 0.632 4.479
H 0.916 -0.515 3.747
H 2.564 -0.968 3.238
*
```

Its HOMO energy (spin up / spin down) is -1.369 / -7.150 eV. As for the orbital gap (spin up / spin down): 1.63 / 7.46 eV. Its LUMO energy (spin up / spin down) is 0.27 / 0.31 eV.

=====

No. 5
C27H44Cl3N4O4PSSe2Ta | ωB97M-V/def2-TZVPD

```
! RIJCOSX wB97M-V def2-TZVPD def2/J DEFGRID3
* xyz 3 1
Ta 0.988 -1.565 0.718
C 1.956 -4.006 -1.591
O 1.831 -2.591 -1.244
C 2.278 -1.793 -2.355
C 3.236 -0.790 -1.817
O 2.470 -0.085 -0.834
C 3.155 1.148 -0.520
H 1.499 -4.142 -2.570
H 1.412 -4.596 -0.872
H 3.006 -4.283 -1.619
H 1.417 -1.277 -2.771
H 2.721 -2.428 -3.119
H 3.582 -0.112 -2.599
H 4.110 -1.251 -1.346
H 3.267 1.712 -1.446
H 4.134 0.939 -0.090
H 2.557 1.725 0.172
Se 0.237 0.810 1.126
P 1.702 0.991 2.752
Se 2.981 -0.695 2.186
C 0.921 0.712 4.327
C 0.042 1.697 4.789
C -0.570 1.543 6.018
C -0.304 0.417 6.793
C 0.574 -0.556 6.338
C 1.190 -0.414 5.104
C 2.551 2.550 2.704
C 3.783 2.655 3.355
C 4.418 3.883 3.407
C 3.830 4.998 2.821
C 2.605 4.894 2.175
C 1.962 3.668 2.113
H -0.165 2.586 4.205
H -1.244 2.304 6.384
H -0.774 0.309 7.761
H 0.792 -1.419 6.952
H 1.884 -1.169 4.758
H 4.253 1.797 3.823
H 5.371 3.974 3.909
H 4.330 5.956 2.870
H 2.154 5.765 1.722
H 1.006 3.600 1.605
N -1.563 -0.974 2.816
N -1.182 -1.717 1.647
H -1.152 -1.417 3.633
H -2.574 -1.009 2.906
H -1.796 -1.420 0.893
H -1.337 -2.712 1.804
C -4.936 2.687 -2.021
C -4.709 1.198 -2.236
C -4.078 0.485 -1.041
C -2.718 1.038 -0.625
N -1.750 0.994 -1.733
C -1.098 -0.077 -2.163
S -0.813 -1.504 -1.152
N -0.734 -0.167 -3.429
C -1.123 0.726 -4.536
C -1.313 -0.068 -5.824
C -2.647 -0.803 -5.930
C -2.900 -1.863 -4.865
H -5.479 3.125 -2.856
H -4.004 3.251 -1.924
H -5.522 2.872 -1.120
H -4.096 1.034 -3.131
H -5.659 0.708 -2.455
H -3.976 -0.583 -1.259
H -4.738 0.570 -0.174
H -2.308 0.491 0.219
H -2.782 2.084 -0.325
H -1.876 1.731 -2.414
H -0.282 -1.029 -3.696
H -0.353 1.493 -4.643
H -2.062 1.218 -4.272
H -0.474 -0.765 -5.938
H -1.220 0.636 -6.652
H -2.691 -1.267 -6.916
H -3.456 -0.067 -5.913
H -2.090 -2.596 -4.822
H -3.813 -2.415 -5.081
H -3.024 -1.434 -3.867
Cl 2.350 -4.964 3.685
C 1.930 -4.802 2.027
Cl 1.622 -6.290 1.216
Cl 3.265 -3.803 1.128
C 0.867 -3.736 1.778
O 0.853 -2.721 2.524
O 0.290 -3.597 0.643
*
```

For the energy above the lowest of the compared OMol25 structures with the same formula, charge and spin, the calculation gives 24.8 kcal/mol. Its HOMO energy is -16.570 eV. As for the orbital gap: 6.71 eV. Its LUMO energy is -9.86 eV.

=====

Number 5 is which compound?
C27H44Cl3N4O4PSSe2Ta